{
  "formula": "C66H174CrN15O21",
  "method": "ωB97M-V/def2-TZVPD",
  "spin_multiplicity": 4,
  "lumo_energy_ev": [-0.61, 0.43],
  "largest_force_ev_per_a": 5.26,
  "s_squared": 3.7844,
  "homo_lumo_gap_ha": [0.280, 0.319],
  "species": ["Cr", "O", "O", "O", "O", "O", "O", "O", "O", "O", "O", "O", "O", "O", "O", "O", "O", "O", "O", "O", "O", "O", "N", "N", "N", "N", "N", "N", "N", "N", "N", "N", "N", "N", "N", "N", "N", "C", "C", "C", "C", "C", "C", "C", "C", "C", "C", "C", "C", "C", "C", "C", "C", "C", "C", "C", "C", "C", "C", "C", "C", "C", "C", "C", "C", "C", "C", "C", "C", "C", "C", "C", "C", "C", "C", "C", "C", "C", "C", "C", "C", "C", "C", "C", "C", "C", "C", "C", "C", "C", "C", "C", "C", "C", "C", "C", "C", "C", "C", "C", "C", "C", "C", "H", "H", "H", "H", "H", "H", "H", "H", "H", "H", "H", "H", "H", "H", "H", "H", "H", "H", "H", "H", "H", "H", "H", "H", "H", "H", "H", "H", "H", "H", "H", "H", "H", "H", "H", "H", "H", "H", "H", "H", "H", "H", "H", "H", "H", "H", "H", "H", "H", "H", "H", "H", "H", "H", "H", "H", "H", "H", "H", "H", "H", "H", "H", "H", "H", "H", "H", "H", "H", "H", "H", "H", "H", "H", "H", "H", "H", "H", "H", "H", "H", "H", "H", "H", "H", "H", "H", "H", "H", "H", "H", "H", "H", "H", "H", "H", "H", "H", "H", "H", "H", "H", "H", "H", "H", "H", "H", "H", "H", "H", "H", "H", "H", "H", "H", "H", "H", "H", "H", "H", "H", "H", "H", "H", "H", "H", "H", "H", "H", "H", "H", "H", "H", "H", "H", "H", "H", "H", "H", "H", "H", "H", "H", "H", "H", "H", "H", "H", "H", "H", "H", "H", "H", "H", "H", "H", "H", "H", "H", "H", "H", "H", "H", "H", "H", "H", "H", "H", "H", "H", "H", "H", "H", "H"],
  "coordinates": [[14.3031, -9.8194, 11.4468], [17.0989, -18.3832, 12.7914], [14.2116, -16.6758, 17.3047], [13.1358, -10.8668, 13.1219], [9.1885, -8.5448, 19.3713], [13.6644, -10.0354, 9.3929], [6.7738, -16.4798, 13.1532], [13.7454, -12.0084, 11.5472], [13.7958, -8.0993, 12.8367], [19.4025, -10.2405, 7.7661], [16.1079, -14.5581, 8.4504], [15.9107, -9.9534, 12.8820], [8.1378, -12.5669, 10.6618], [9.5082, -5.4743, 14.1891], [16.2641, -10.6191, 10.9569], [12.4366, -9.0511, 10.6936], [17.1793, -13.0048, 16.6089], [8.9776, -13.3217, 17.7011], [7.9305, -17.3640, 8.4250], [10.4140, -19.5030, 11.5553], [18.7037, -5.5071, 15.2898], [8.2827, -9.8086, 15.2758], [16.6818, -6.3720, 17.3755], [7.3921, -20.1040, 11.2614], [5.2236, -14.8243, 11.3287], [14.0718, -16.6417, 11.6754], [13.6041, -11.6549, 16.5031], [10.0020, -17.8980, 14.1689], [13.9043, -16.3888, 8.6418], [5.9705, -17.6018, 10.2848], [6.4278, -8.0127, 16.5488], [10.9153, -6.3221, 10.8609], [12.8320, -17.1035, 14.5953], [15.2198, -7.9649, 10.5355], [12.0578, -9.0388, 17.1921], [12.1396, -14.5535, 16.3034], [17.7265, -8.5965, 9.1754], [9.0631, -16.8185, 14.1507], [14.9323, -11.8633, 17.0685], [15.5746, -7.0552, 11.5299], [17.1482, -13.8025, 9.0361], [15.8083, -12.7821, 16.1093], [19.7259, -9.7820, 9.0997], [6.0597, -8.9410, 15.4972], [10.8988, -14.5907, 17.0832], [14.4213, -17.7964, 16.4999], [11.3110, -14.6446, 18.5776], [6.6748, -16.7986, 8.0821], [6.3405, -13.1624, 12.8135], [10.0795, -8.2230, 18.3616], [10.0119, -13.3635, 16.7458], [5.5999, -17.5666, 8.8544], [17.3215, -7.2197, 16.4107], [11.5264, -9.4934, 8.4591], [14.8388, -12.4084, 18.4576], [18.8604, -4.5333, 14.3037], [9.7744, -15.6566, 13.5743], [12.8995, -19.4479, 15.1998], [15.5331, -16.8612, 11.8257], [17.5496, -6.3273, 15.1605], [12.8936, -8.0105, 13.9757], [7.3308, -13.7110, 10.4722], [10.7079, -5.5521, 12.0876], [7.1954, -9.2536, 14.5398], [13.0507, -18.0108, 15.7406], [17.4053, -19.5297, 13.5594], [13.1272, -11.9717, 12.6262], [4.1848, -17.0631, 8.7271], [15.4479, -16.3125, 17.9163], [7.9012, -12.3862, 17.3372], [6.0652, -13.5897, 11.3465], [7.8636, -20.9580, 9.0940], [12.5853, -9.4413, 9.5260], [6.0183, -16.3764, 14.3460], [14.4043, -6.8727, 12.5553], [13.6661, -15.0513, 8.1633], [19.2719, -7.9942, 10.8764], [11.2828, -9.1343, 18.3727], [16.4717, -8.4570, 16.2773], [16.6501, -10.5969, 12.1163], [16.3493, -5.8430, 11.0041], [9.5408, -12.7446, 10.4155], [4.8159, -8.3819, 14.8186], [14.7421, -14.0617, 8.8082], [9.7154, -19.6900, 10.3228], [10.2068, -4.1564, 11.6343], [8.5207, -7.4117, 19.8353], [8.8047, -6.1465, 15.2199], [12.2234, -8.9293, 19.5344], [17.9572, -11.3379, 12.5138], [8.5313, -20.5953, 10.4186], [12.2936, -14.5731, 8.6119], [9.0240, -16.4950, 8.3044], [15.7225, -18.1819, 12.5642], [11.5004, -18.5933, 11.5552], [20.3015, -11.2685, 7.3166], [19.1447, -8.4096, 9.4335], [9.2816, -10.5914, 14.5764], [16.1395, -15.6374, 12.5514], [7.8588, -17.2884, 13.2415], [12.3179, -13.1547, 13.2302], [9.7164, -6.3106, 13.0768], [17.8419, -13.9356, 15.7649], [15.3492, -17.8729, 15.9332], [14.7710, -6.5159, 13.5178], [7.5047, -18.2254, 13.6712], [13.0577, -20.0838, 16.0708], [15.3151, -19.0482, 12.0429], [11.6469, -8.6036, 7.8412], [21.3000, -10.8775, 7.1211], [5.5036, -12.8063, 10.8375], [18.4130, -11.6143, 11.5630], [13.5860, -11.2051, 15.5990], [9.3579, -18.7230, 9.9689], [15.2330, -15.7484, 18.8239], [13.8175, -14.9950, 7.0853], [7.2084, -13.5859, 13.3191], [12.1177, -18.6564, 12.4514], [10.0764, -6.3234, 10.2985], [13.4763, -8.3780, 14.8204], [10.4592, -7.2040, 18.4372], [11.8741, -17.2843, 14.3308], [6.5179, -16.8111, 7.0035], [17.3485, -5.6280, 17.5243], [18.8394, -14.0308, 16.1939], [7.5850, -20.1152, 8.4614], [10.9720, -10.1763, 18.4494], [17.1033, -19.4756, 14.6053], [10.1598, -18.3461, 13.2777], [9.1656, -7.1606, 15.3916], [8.8281, -21.5241, 10.9057], [15.9377, -15.7696, 17.1079], [13.6828, -6.1420, 12.1899], [17.6383, -9.0601, 8.2824], [15.3440, -10.8688, 17.2408], [20.8020, -9.7219, 9.2625], [14.6774, -14.0420, 9.8961], [19.3514, -10.5697, 9.7535], [15.1609, -18.3401, 13.4849], [9.4616, -10.3152, 13.5375], [17.9530, -3.9794, 14.0631], [20.3871, -11.9932, 8.1264], [11.8923, -19.5969, 14.8105], [12.9461, -9.7444, 19.4986], [7.5961, -7.8010, 20.2615], [12.2018, -17.9670, 16.4229], [14.8807, -16.6188, 8.7599], [10.1669, -3.3881, 12.4064], [16.9961, -20.4234, 13.0882], [18.1096, -13.9656, 8.5490], [7.3056, -8.2738, 16.9748], [17.4752, -9.3940, 9.7420], [12.3596, -13.4851, 8.6173], [17.7580, -12.2886, 13.0083], [10.0048, -16.9706, 8.2946], [16.7504, -5.3025, 11.8615], [8.7855, -6.4297, 12.5224], [10.5378, -9.4793, 8.9181], [12.5843, -16.2029, 14.9796], [15.7968, -17.0428, 10.7838], [18.4889, -19.5582, 13.4451], [8.6593, -16.6286, 15.1452], [10.0000, -13.6013, 10.9088], [10.3882, -20.1072, 9.5736], [10.5936, -12.4421, 16.7217], [8.1756, -6.6012, 19.1934], [10.0648, -7.2957, 13.3872], [16.9269, -9.0268, 15.4672], [12.0525, -14.7794, 9.6546], [13.6210, -16.5065, 9.6041], [11.3489, -12.7533, 13.5272], [18.7103, -7.0632, 10.9531], [9.0984, -7.0139, 20.6696], [6.9616, -17.4092, 10.3099], [7.0457, -21.6742, 9.1729], [8.8583, -5.6734, 16.2004], [6.5640, -15.7570, 8.3836], [12.8135, -13.5028, 14.1365], [16.0716, -8.1008, 10.0100], [17.2294, -15.6535, 12.5578], [10.2814, -10.6611, 15.0048], [10.8720, -3.7768, 10.8587], [10.4890, -14.5964, 19.2918], [4.0216, -8.1808, 15.5374], [4.3899, -9.1359, 14.1567], [5.7248, -18.5839, 8.4835], [8.5665, -21.5573, 8.5153], [7.7341, -6.2701, 15.0566], [9.8256, -12.8632, 9.3700], [11.6337, -5.4036, 12.6434], [16.6735, -5.7174, 14.9400], [18.3375, -7.5251, 16.6607], [9.0298, -15.8560, 9.1874], [13.9044, -15.6489, 11.7562], [15.7103, -15.6172, 13.5531], [11.3543, -9.1444, 16.4751], [7.0030, -19.3037, 10.7837], [15.9246, -12.3957, 15.0967], [12.5834, -13.6622, 16.4729], [10.4343, -15.5606, 16.9052], [9.5585, -8.2541, 17.4047], [10.0691, -11.8730, 10.8020], [9.6692, -18.6522, 14.7524], [11.4576, -14.9231, 8.0064], [19.4568, -7.6157, 8.7549], [5.5147, -13.2647, 13.5175], [9.1817, -4.1577, 11.2637], [15.8887, -14.6558, 12.1493], [17.3974, -14.9304, 15.7340], [17.1945, -13.8860, 10.1220], [4.0400, -16.2571, 9.4465], [11.8130, -15.6018, 18.7187], [13.6691, -19.6878, 14.4662], [16.5207, -8.9387, 17.2539], [20.2662, -7.9603, 11.3217], [12.4207, -8.0963, 17.2043], [5.7245, -8.3094, 17.2101], [3.4886, -17.8671, 8.9657], [15.6360, -5.2754, 10.4065], [16.3447, -7.5812, 12.0941], [4.3214, -14.6395, 11.7435], [17.0526, -12.7403, 8.8109], [11.7013, -9.0066, 20.4881], [16.6284, -6.8385, 18.2697], [6.7528, -12.1575, 12.9045], [18.7610, -8.6136, 11.6135], [12.7528, -7.9773, 19.5738], [7.7967, -19.6394, 12.0617], [14.4181, -13.4025, 18.3065], [12.7969, -15.2484, 16.6275], [11.5652, -10.4362, 7.9134], [17.1349, -6.1528, 10.3149], [12.0350, -13.8735, 18.8410], [19.7570, -3.9382, 14.4774], [15.1557, -13.6518, 16.0327], [5.6936, -9.8364, 15.9995], [18.6423, -10.7234, 13.0979], [14.1743, -11.8272, 19.0970], [5.5180, -17.3011, 14.6339], [5.6074, -15.4419, 12.0296], [15.7736, -12.5101, 19.0088], [12.5166, -7.0153, 14.2114], [11.1299, -7.2787, 11.1038], [16.0976, -17.1610, 18.1308], [4.9178, -7.4789, 14.2166], [4.0020, -16.7869, 7.6886], [13.1340, -10.9927, 17.1036], [9.1546, -14.7685, 13.4505], [7.5057, -8.3290, 14.0531], [8.9641, -15.8462, 7.4306], [7.6004, -12.3617, 16.2898], [11.9991, -8.6108, 13.8095], [8.2389, -11.3557, 17.4481], [6.9743, -13.7564, 9.4431], [11.2725, -17.5396, 11.3946], [17.9021, -13.5864, 14.7341], [13.6512, -16.9730, 12.5318], [8.8835, -11.5992, 14.4586], [19.8988, -11.7966, 6.4523], [14.6048, -7.4464, 9.9248], [6.9752, -12.6758, 17.8338], [7.8400, -14.6202, 10.7918], [10.6053, -15.3022, 14.1842], [19.0945, -5.0305, 13.3623], [5.1862, -15.7047, 14.1349], [8.2193, -17.4510, 12.2258], [6.5595, -15.9540, 15.1926], [12.1848, -13.9203, 12.4659], [10.2470, -15.8169, 12.6053], [6.9151, -9.8829, 13.6952], [14.5650, -18.6111, 17.2096], [15.3928, -8.3718, 16.1472], [14.5864, -13.0423, 8.4552], [9.6590, -13.3652, 15.7145], [12.2709, -18.9094, 10.8520], [5.5712, -16.8305, 10.8004], [17.7018, -6.9182, 14.2573]],
  "atomic_forces_ev_per_a": [[0.8460, -0.9209, -2.6625], [-0.1316, 0.2327, 0.2747], [0.7899, 0.4239, 0.4756], [-1.0442, 3.6137, 3.6810], [-0.1536, 0.1439, -0.4379], [2.6646, -1.1925, -1.2295], [-1.5601, 1.7309, 0.3629], [1.1753, -1.5696, -2.4843], [-1.1633, 0.0972, 0.2680], [0.5894, 0.5943, -0.0022], [-1.2890, 0.5001, 0.2138], [-0.4880, 0.5920, 2.5397], [0.9137, -0.1359, 0.0726], [-0.0971, -0.3125, 0.9595], [-0.9681, -0.7457, -3.6387], [-2.1208, 1.9512, 2.2882], [-2.1936, -0.4569, -0.6075], [-1.8034, 0.9735, -0.9487], [-0.0341, -0.5056, -0.4297], [-0.4424, -0.1556, 0.7645], [-0.1944, 0.0339, 1.5383], [1.2366, -0.1335, 0.1866], [0.4820, 0.8719, 0.8284], [1.2872, 0.2725, -0.0579], [0.5770, 0.5505, -0.1718], [-0.2062, -0.2394, 0.5476], [-0.4441, -0.9756, 0.2293], [0.4176, -1.2463, 1.2602], [-0.1013, -1.1698, -0.0044], [0.1199, -0.0707, -0.2851], [-0.0673, 0.1736, 0.3513], [0.5322, -0.0016, 0.6117], [0.2453, 0.3403, 0.7755], [-1.7604, -1.1190, -0.7393], [0.0469, 0.1414, -0.8949], [-0.5967, 0.2228, -0.7256], [-1.1523, 0.0872, -0.0815], [-1.3730, -0.6661, -1.7034], [1.6798, 1.3348, -0.8134], [1.6304, 0.2762, 3.4749], [-0.3006, 1.0051, -0.5198], [0.1073, 1.2154, 1.2637], [1.3741, -0.1943, -0.4976], [-0.4652, -0.1762, -0.6522], [1.0506, 0.4591, 1.0820], [-2.6669, -1.3762, 0.1264], [-0.3695, -0.1147, 0.0249], [-0.6575, 0.5143, 0.2760], [1.2107, 0.8672, 0.0856], [0.6333, 0.0374, -0.5751], [0.4898, -0.7796, 0.0851], [1.0627, -0.5014, 0.6546], [-0.2882, 1.0167, -1.1965], [-0.2411, 0.4521, 0.5210], [-0.4565, -1.3330, 0.1914], [0.2471, -0.8505, -1.2297], [0.5446, 2.1385, -0.1351], [0.7584, 0.3825, 0.8795], [-1.4341, 0.3820, -0.1381], [-0.0879, -0.5343, -0.8633], [0.4431, -0.5641, -0.0928], [-0.6332, -0.1996, 0.8560], [-1.4411, 0.0178, 0.2215], [0.4706, 0.1249, -0.3208], [0.7993, -1.0600, -1.2505], [0.6517, 0.4154, -1.1009], [-0.7600, -1.6330, -0.7719], [0.1201, -0.4298, -0.3853], [-0.3609, 0.3937, -0.8537], [0.9451, -0.5473, -0.2238], [-0.5200, 0.1944, 0.9816], [1.3221, -0.7783, -0.8594], [-0.2433, -1.9436, 0.5147], [-0.7291, 0.4342, -0.2071], [1.0737, 1.1178, -0.3454], [1.7477, 0.7715, 1.8662], [-0.0381, 0.2094, 0.8167], [-0.0744, -0.8134, 1.5682], [0.5193, -0.3115, -0.3725], [1.2412, -0.4440, 1.8474], [-1.5277, -0.0212, 0.0657], [-0.0725, 0.1595, 0.1096], [-0.5194, -0.3821, -0.7370], [0.8143, -1.1755, -0.8955], [0.5517, 0.8801, -0.5593], [-0.0683, 0.0341, 0.6431], [-1.2121, -0.3601, 2.0404], [-0.4311, -0.3386, 0.4101], [-0.1986, -0.3057, 1.0320], [-0.8036, 0.4349, -0.8755], [-2.3490, -0.8096, 1.2922], [0.0991, 0.7828, -0.0941], [0.1012, 0.9369, 0.4325], [0.3061, -0.6810, 0.2976], [1.2214, -0.7498, -0.8184], [-0.4547, 0.1893, 0.9933], [-0.9050, -1.5308, -0.5618], [-1.2864, -0.2979, -0.9929], [0.4095, -0.5248, -0.2609], [1.5437, -0.7789, 1.0475], [0.8724, 1.2743, -0.7297], [0.4616, 1.8147, -1.1573], [0.3893, 0.3065, 0.5578], [-0.0778, 0.9714, -0.7648], [0.4642, 0.4830, -0.0961], [0.2758, -0.6003, -0.0597], [-0.1530, -0.4672, -0.1402], [0.0229, -0.0033, -1.0940], [-0.1622, -0.2368, -0.3543], [0.0067, 0.1440, -0.1819], [-0.3534, 0.1351, 0.3110], [0.2114, 0.1089, 0.0637], [0.4555, 0.0211, -0.3942], [0.0580, 0.2724, -0.1968], [0.2182, 0.1716, -0.2569], [-0.2451, -0.0300, -0.0898], [0.0025, -1.3077, -0.3665], [-0.7980, -0.1678, 0.6104], [-0.1731, 0.0516, -0.0151], [-0.3238, -0.1132, 0.1808], [0.0366, 0.4242, 0.2843], [-0.4279, -0.9373, -0.6046], [-0.0063, -0.2826, -0.2392], [-0.1493, 0.6478, 0.3011], [0.0846, -0.0428, -0.2483], [-0.0918, 0.1741, 0.2786], [-0.5197, -0.1469, 0.0510], [-0.1177, 0.1680, 0.0989], [-0.3223, 0.2495, -0.3839], [0.3924, -0.2575, -0.2375], [0.3177, -0.1751, -0.0842], [0.6091, 0.6501, 0.6082], [-0.2990, 0.0457, -0.2212], [-0.0517, 0.4282, -0.7524], [0.8906, 0.1365, -0.6565], [0.4160, -0.2723, -0.3140], [-0.2115, -0.0979, 0.1777], [-0.1887, 0.2127, 0.5644], [-0.0613, 1.1506, 0.6518], [-0.2032, 0.7866, -0.1368], [-0.0712, 0.4879, 0.5750], [0.1467, -0.3121, 0.0373], [0.2055, -0.0583, -0.1212], [0.2122, 0.1443, 0.0971], [-0.1204, 0.0872, 0.2512], [0.2857, 0.5766, 0.7402], [0.4511, 0.2814, -0.8575], [0.2804, -0.2843, 0.3637], [-0.1984, -0.2179, 0.0689], [-0.0188, -1.0423, 0.1509], [0.3041, -0.2462, 0.0214], [-0.4148, -0.2437, 0.6846], [-0.4996, 0.2584, -0.3895], [-0.2663, 0.2647, 0.2757], [-0.3255, -0.6642, -0.1289], [0.0131, 0.3574, -0.2841], [-0.3655, -0.2396, -0.1040], [0.0584, 0.3285, 0.1377], [0.8422, 0.9223, 0.2091], [1.1881, 0.4259, 0.1447], [0.0372, -0.4225, 0.5573], [0.3404, 0.0851, 0.1451], [-0.4379, -0.3472, 0.4112], [0.3489, 0.0579, -0.1320], [0.5238, 0.2580, 0.6461], [0.6322, -0.2357, -0.8609], [0.3301, -0.1465, -0.0884], [-0.4149, -0.7199, 0.2188], [0.3287, -0.5286, 0.1327], [-0.6989, 0.1957, 0.2607], [-0.0493, -0.0423, 0.0283], [0.6721, 0.2964, 0.2295], [0.0373, 0.5048, -0.0044], [0.3470, -0.1460, 0.1762], [-0.2971, 0.4928, 0.6336], [0.4427, 0.6256, -0.2646], [0.4998, 0.3544, 0.2036], [-0.0712, -0.2566, -0.1770], [0.3916, -0.6626, -0.7374], [0.0536, -0.2502, 0.3672], [-0.3577, 0.4368, 0.7870], [-0.0452, -0.1548, -0.0970], [-0.1495, 0.0314, -0.1417], [0.1798, 0.0569, 0.2712], [0.0218, -0.1484, -0.1617], [-0.4573, -0.3202, -0.0329], [0.3847, 0.1798, -0.3527], [-0.1354, 0.2416, -0.5233], [-0.4451, 0.1294, -0.3620], [0.2578, -0.1479, -0.2079], [-0.2794, 0.2513, 0.3143], [0.2059, -0.2373, 0.3787], [0.1170, 0.4261, 0.1228], [-0.0116, 0.3839, -0.2955], [0.2799, -0.2027, 0.3019], [0.3975, 0.3018, -0.9903], [-0.6949, 0.0025, -0.3210], [-0.2925, 0.4452, -0.0607], [0.2484, 0.5066, -0.0768], [-0.6302, 0.2132, -0.4343], [0.0079, -0.2553, -0.4449], [-0.2248, 0.1639, -0.0210], [-0.0507, -0.1312, 0.2604], [0.1374, 0.0466, -0.1454], [0.5978, -0.1458, 0.0416], [-0.2825, 0.0076, -0.3819], [-0.0471, -0.4265, -0.3134], [-0.3860, -0.1721, -0.6403], [-0.3298, -0.0525, 0.1745], [0.1056, -0.3141, 0.1252], [-0.1284, 0.2530, -0.4097], [0.0942, -0.0751, 0.0890], [-0.1544, -0.0376, -0.2032], [0.4268, -0.5341, -0.1512], [0.2530, 0.5495, -0.5394], [0.2442, 0.3027, -0.7220], [0.0650, 0.8749, 0.9112], [-0.0099, 0.0177, 0.0970], [0.1519, 0.7161, 0.0963], [0.0299, -0.2372, 0.4876], [-0.3617, 0.5995, -0.2976], [-0.6100, 0.4307, 0.1662], [-0.1165, -0.0796, 0.0371], [-0.1391, -0.2043, 0.2118], [-0.7409, 0.6555, -0.4857], [-0.3990, -0.7021, -0.4433], [0.0059, 0.1618, -0.4473], [0.1517, -0.2788, 0.5859], [-0.2090, -0.3150, 0.6417], [0.0168, -0.2333, 0.3489], [0.5017, 0.3007, -0.2070], [-0.0560, -0.1091, 0.2427], [-0.0468, 0.2323, -0.1723], [-0.4296, 0.2634, 0.5579], [0.5111, -0.8706, 0.0689], [0.3379, -0.7546, -0.3718], [-0.2170, -0.0469, 0.0997], [-0.2006, 0.0714, -0.1693], [0.4316, -0.4807, -0.0212], [0.6058, -0.2574, -0.0951], [0.2029, 0.0832, -0.4254], [0.4467, 0.3869, -0.4460], [0.2082, -0.3791, -0.2464], [-0.2617, -0.3407, 0.2916], [0.5105, 0.0977, 0.1574], [-0.2476, 0.3771, 0.0754], [-0.2371, 0.1369, 0.0901], [-0.3580, 0.0065, -0.0611], [0.1909, 0.3488, 0.0753], [-0.1140, -0.0274, -0.2311], [0.4542, -0.7974, -0.5516], [0.4072, -0.3644, -0.1967], [-0.1760, 0.0957, 0.8174], [0.2917, -0.3618, -0.2244], [-0.4225, 0.0298, -0.2177], [0.0618, 0.1733, -0.1114], [-0.3761, -0.1843, 0.4699], [0.0737, -0.3303, 0.2938], [-0.1282, 0.4236, -0.0179], [-0.6487, -0.4139, -0.5937], [0.4269, 0.2723, 0.6623], [0.3501, -0.2161, -0.2557], [0.0048, -0.2133, 0.4171], [0.0464, -0.3101, -0.4854], [0.1085, 0.2266, -0.0624], [0.1865, -0.1053, -0.0357], [0.2468, -0.0911, -0.0357], [0.1147, -0.1349, 0.2368], [-0.2548, -0.5564, -0.2551], [-0.3591, -0.4904, 0.2148], [-0.2784, -0.6820, 0.0564], [0.0789, 0.6867, -0.5317], [0.2635, 0.1711, -0.1902], [-0.4882, -0.6896, -0.2057], [-0.2245, 0.1915, -0.8035], [-0.3089, 0.0447, -0.3755], [-0.0054, -0.5878, -0.1838]]
}